--- i ---
{
  "formula": "C2H5NO4",
  "method": "the ωB97M-V functional and the def2-TZVPD basis",
  "total_charge": 0,
  "homo_lumo_gap_ev": 11.03,
  "lumo_energy_ev": 0.26,
  "elements": ["O", "C", "N", "C", "O", "O", "H", "H", "H", "O", "H", "H"],
  "xyz": [[0.8818, -1.5070, -0.7416], [1.0362, -0.4393, -0.1487], [0.3435, 0.7043, -0.3580], [-0.1740, 1.0028, -1.6777], [-0.1423, 2.1348, -2.0600], [-1.0187, 0.1262, -2.2441], [1.5890, -0.5060, 0.7693], [-0.2264, 1.1505, 0.3411], [-1.0873, -0.6719, -1.6918], [-0.4912, -1.4910, 5.3805], [-1.3305, -1.8666, 5.8109], [-0.7375, -0.5913, 5.6565]]
}



--- ii ---
{
  "formula": "C2H5NO4",
  "method": "the ωB97M-V functional and the def2-TZVPD basis",
  "total_charge": 0,
  "homo_lumo_gap_ev": 9.26,
  "lumo_energy_ev": 0.08,
  "elements": ["C", "N", "C", "O", "O", "O", "O", "H", "H", "H", "H", "H"],
  "xyz": [[0.0082, 0.6778, -0.0988], [-0.2825, 0.2760, 1.3407], [0.3417, -0.7185, -0.5960], [0.8533, -0.0016, 1.9910], [-1.1428, 1.1244, -0.7445], [-0.2315, -1.1434, -1.7179], [1.3777, -1.2808, -0.1264], [1.4403, -0.7997, 1.1815], [-1.6165, 1.7255, -0.1561], [-0.9054, -0.4935, -1.9843], [-0.6980, -0.7400, 1.0002], [0.8555, 1.3737, -0.0893]]
}



--- iii ---
{
  "formula": "C2H5NO4",
  "method": "the ωB97M-V functional and the def2-TZVPD basis",
  "total_charge": 0,
  "homo_lumo_gap_ev": 11.10,
  "lumo_energy_ev": 0.39,
  "elements": ["O", "C", "O", "O", "H", "H", "C", "N", "O", "H", "H", "H"],
  "xyz": [[-1.9522, 2.5297, -0.0023], [-1.5310, 1.4130, 0.0478], [-2.0266, 0.3877, 0.6579], [-0.3230, 1.0906, -0.5973], [-1.4428, -0.5041, 0.5070], [-0.0112, 1.8751, -1.0753], [1.9729, -0.9988, 0.2396], [0.9096, -1.1448, 0.8713], [-0.3162, -1.5187, 0.1423], [2.0535, -0.8297, -0.8286], [2.8720, -0.9857, 0.8436], [-0.2049, -1.3144, -0.8060]]
}



Which of them is the most stable? Correct choice: i.



--- i ---
{
  "formula": "C2H5NO4",
  "method": "the ωB97M-V functional and the def2-TZVPD basis",
  "total_charge": 0,
  "homo_lumo_gap_ev": 11.72,
  "lumo_energy_ev": 0.53,
  "elements": ["C", "C", "O", "O", "N", "O", "O", "H", "H", "H", "H", "H"],
  "xyz": [[-1.3422, 0.2770, 0.7675], [0.1541, 0.1139, 0.5118], [0.8242, -0.6853, 1.4016], [0.2092, -0.5252, -0.9621], [1.1965, -0.0728, -1.8398], [1.8171, 0.8689, -1.5153], [1.2939, -0.6905, -2.8272], [-1.5687, 0.7601, 1.6010], [-1.7293, -0.6442, 0.7466], [-1.7002, 0.8777, -0.2035], [0.4992, 1.1518, 0.4813], [0.3463, -1.4313, 1.8381]]
}



--- ii ---
{
  "formula": "C2H5NO4",
  "method": "the ωB97M-V functional and the def2-TZVPD basis",
  "total_charge": 0,
  "homo_lumo_gap_ev": 9.88,
  "lumo_energy_ev": 0.67,
  "elements": ["O", "N", "C", "O", "O", "H", "H", "H", "C", "O", "H", "H"],
  "xyz": [[-1.5036, -2.9068, -0.6843], [-1.8397, -1.7576, 0.0605], [-1.1713, -0.7363, -0.1209], [-0.1480, -0.5464, -0.9772], [-1.4514, 0.3498, 0.6226], [-2.2467, -3.5376, -0.5904], [0.1001, -1.4762, -1.1917], [-1.0500, 1.1630, 0.3205], [2.3311, 2.4008, 0.6889], [1.2333, 2.4153, 0.2806], [3.1606, 2.9193, 0.0472], [2.5857, 1.7127, 1.5442]]
}



Which of them is the most stable? Correct choice: ii.



--- i ---
{
  "formula": "C3H22O8",
  "method": "the ωB97M-V functional and the def2-TZVPD basis",
  "total_charge": 0,
  "homo_lumo_gap_ev": 9.75,
  "lumo_energy_ev": -0.23,
  "elements": ["C", "O", "H", "H", "H", "H", "C", "O", "H", "H", "H", "H", "C", "O", "H", "H", "H", "H", "O", "H", "H", "O", "H", "H", "O", "H", "H", "O", "H", "H", "O", "H", "H"],
  "xyz": [[-0.8220, -1.7217, -2.7212], [-1.9731, -0.9826, -2.3338], [-1.0789, -2.7738, -2.8138], [-0.4458, -1.3524, -3.6780], [-0.0408, -1.6177, -1.9637], [-1.7455, -0.2002, -1.8139], [2.2999, 0.4859, -2.8517], [3.0929, 1.6488, -2.8402], [1.3420, 0.6361, -2.3367], [2.0938, 0.1639, -3.8794], [2.7847, -0.3424, -2.3390], [2.6368, 2.4015, -3.2157], [-2.7211, 1.1654, 0.3157], [-1.5814, 1.1766, -0.5385], [-3.3347, 2.0474, 0.1223], [-3.3843, 0.3250, 0.0935], [-2.4689, 1.0462, 1.3727], [-1.3550, 2.0911, -0.7246], [0.4334, -0.3096, 0.7180], [-0.1810, 0.1757, 0.1306], [0.6080, 0.2997, 1.4608], [2.9838, -1.3493, 0.1054], [3.1997, -2.0590, 0.7198], [2.1615, -0.9574, 0.4537], [-1.6188, 0.8538, 4.2188], [-2.0517, 0.0196, 4.0101], [-0.8278, 0.8851, 3.6490], [0.9742, 1.2876, 3.0720], [1.6230, 1.1599, 3.7764], [0.6946, 2.2102, 3.1565], [-0.2887, -2.4868, 2.3425], [-1.1030, -2.0721, 2.6364], [0.0940, -1.8543, 1.6958]]
}



--- ii ---
{
  "formula": "C3H22O8",
  "method": "the ωB97M-V functional and the def2-TZVPD basis",
  "total_charge": 0,
  "homo_lumo_gap_ev": 10.29,
  "lumo_energy_ev": -0.31,
  "elements": ["C", "C", "C", "O", "H", "H", "H", "H", "H", "H", "H", "H", "O", "H", "H", "O", "H", "H", "O", "H", "H", "O", "H", "H", "O", "H", "H", "O", "H", "H", "O", "H", "H"],
  "xyz": [[-1.5142, -1.8324, -2.3576], [-1.4166, -1.6778, -0.8619], [-2.6460, -2.2657, -0.1651], [-1.3072, -0.2879, -0.5127], [-2.4599, -1.4645, -2.7814], [-1.3814, -2.8491, -2.7101], [-0.8359, -1.1523, -2.8731], [-0.4907, -2.1589, -0.5753], [-3.0816, -3.0834, -0.7307], [-3.2924, -1.4201, -0.0340], [-2.4529, -2.5632, 0.8549], [-0.5192, -0.1852, 0.0319], [-0.3936, -0.7572, 4.3867], [0.1510, -0.5629, 3.6186], [-0.6631, 0.1429, 4.6175], [3.1190, -1.5057, -1.8428], [4.0027, -1.4711, -1.4758], [2.7025, -0.6430, -1.7370], [-0.8296, 1.9098, 3.3324], [0.0430, 2.1451, 3.0181], [-1.4022, 2.1768, 2.6040], [3.2067, 1.4077, -0.8835], [4.0430, 1.4164, -1.3516], [2.6184, 2.1025, -1.1801], [0.6875, 1.0043, -3.1750], [-0.1886, 1.0230, -2.7666], [1.0457, 1.8599, -2.9132], [-1.3972, 2.3332, 0.5294], [-1.6958, 2.3354, -0.3857], [-1.7578, 1.4829, 0.8202], [1.3393, 0.4506, 1.2406], [1.8829, 0.1183, 0.5311], [1.5019, 1.3843, 1.3630]]
}



--- iii ---
{
  "formula": "C3H22O8",
  "method": "the ωB97M-V functional and the def2-TZVPD basis",
  "total_charge": 0,
  "homo_lumo_gap_ev": 10.55,
  "lumo_energy_ev": -0.05,
  "elements": ["C", "C", "C", "O", "H", "H", "H", "H", "H", "H", "H", "H", "O", "H", "H", "O", "H", "H", "O", "H", "H", "O", "H", "H", "O", "H", "H", "O", "H", "H", "O", "H", "H"],
  "xyz": [[-1.4182, -2.2994, -1.4557], [-1.9030, -1.4553, -0.2607], [-3.3214, -0.9385, -0.4286], [-1.1099, -0.2737, -0.0654], [-1.4079, -3.3624, -1.2443], [-0.4385, -1.9863, -1.8112], [-2.1624, -2.1991, -2.2512], [-1.8003, -2.0883, 0.6252], [-3.9931, -1.7571, -0.6742], [-3.3124, -0.1238, -1.1530], [-3.6454, -0.4575, 0.4965], [-0.1522, -0.4160, -0.0308], [2.9641, -2.7047, 2.4447], [2.8305, -2.5490, 3.3871], [2.5495, -1.9451, 1.9974], [1.9738, 0.2324, -1.8740], [2.7973, 0.3794, -2.3595], [1.2402, 0.3400, -2.5329], [0.6629, 1.9532, 2.6561], [-0.1500, 2.4071, 2.8914], [0.5253, 1.6144, 1.7605], [0.9834, 2.2125, -0.2318], [1.6294, 1.7339, -0.7990], [1.3368, 3.0700, 0.0261], [-0.4387, 0.8736, -2.4204], [-0.7977, 0.3257, -1.6919], [-0.1716, 1.7130, -2.0232], [-1.7842, 2.3340, 0.8067], [-1.0309, 2.2866, 0.2067], [-1.9884, 1.4642, 1.1491], [2.1282, -0.7258, 0.6514], [2.2087, -0.7535, -0.3184], [2.0723, 0.1939, 0.9343]]
}



Which of them is the most stable? Correct choice: iii.



--- i ---
{
  "formula": "C6H9ClO",
  "method": "the ωB97M-V functional and the def2-TZVPD basis",
  "total_charge": 0,
  "homo_lumo_gap_ev": 10.41,
  "lumo_energy_ev": 0.87,
  "elements": ["C", "C", "O", "C", "C", "C", "C", "Cl", "H", "H", "H", "H", "H", "H", "H", "H", "H"],
  "xyz": [[0.5038, 1.7151, 1.1582], [-0.0993, 1.1758, -0.2071], [-0.5132, 1.8439, -1.0949], [-0.1295, -0.3093, -0.3803], [0.9654, -0.5341, -1.4541], [-0.2911, -1.2922, 0.8402], [-1.3773, -1.0647, -0.2279], [-2.8850, -0.2589, 0.3799], [-0.0547, 1.3905, 1.9346], [0.7267, 2.8148, 1.0619], [1.3949, 1.0756, 1.1161], [0.9536, -1.6071, -1.7287], [1.8619, -0.3424, -0.8339], [0.6411, 0.1107, -2.2916], [-0.5339, -0.7474, 1.7337], [0.4260, -2.0595, 0.9002], [-1.5893, -1.9106, -0.9063]]
}



--- ii ---
{
  "formula": "C6H9ClO",
  "method": "the ωB97M-V functional and the def2-TZVPD basis",
  "total_charge": 0,
  "homo_lumo_gap_ev": 9.77,
  "lumo_energy_ev": 0.60,
  "elements": ["O", "C", "C", "C", "C", "C", "C", "Cl", "H", "H", "H", "H", "H", "H", "H", "H", "H"],
  "xyz": [[0.5737, 1.9906, -0.8652], [0.2952, 1.1708, 0.2469], [-1.1817, 0.6910, 0.6935], [-1.5038, -0.5633, -0.1901], [-0.2365, -1.2893, -0.3792], [0.8937, -0.2897, -0.0762], [2.1268, -0.6203, -0.2511], [3.6112, 0.1890, 0.1086], [-0.4230, 2.5816, -0.6779], [0.9052, 1.4535, 1.1017], [-1.8922, 1.4941, 0.4095], [-1.3492, 0.6400, 1.9485], [-2.2449, -1.3298, 0.4463], [-1.8803, -0.4039, -1.3034], [-0.0272, -2.2238, 0.3703], [-0.2535, -1.6463, -1.4727], [2.5865, -1.8441, -0.1096]]
}



Which of them is the most stable? Correct choice: i.